Here is a structure of composition C5H3NO in a non-equilibrium geometry from the OMol25 dataset. Energies are from the ωB97M-V functional and the def2-TZVPD basis.

Results
* E_tot: -322.2198 hartree
* orbital gap: 0.3569 hartree
* multiplicity: 1
* strongest force on any atom: 4.45 eV/Å
* ΔE to the lowest compared entry with this formula, charge and spin: 45.2 kcal/mol
* LUMO: 0.127 eV
* HOMO energy: -9.6 eV

XYZ file:
```
10
Properties=species:S:1:pos:R:3:forces:R:3:lowdin_charge:R:1
C 1.591548 0.128325 -1.625083 1.0 -0.2 -0.9 -0.229
C 0.023723 -0.982523 0.088150 0.4 0.2 -0.4 -0.060
C 0.645001 -0.063779 -0.654871 -3.0 2.0 2.7 -0.087
C -0.516157 1.122203 0.332398 2.1 -0.8 -2.3 -0.205
C -0.897684 -0.185903 0.973359 -0.5 -0.5 0.6 -0.114
N 2.384891 0.389323 -2.419075 0.0 0.0 -0.1 0.156
O -0.769516 2.261581 0.290466 -0.1 -0.7 0.4 0.180
H 0.136840 -2.056081 0.082784 0.0 -0.1 0.0 0.110
H -1.967074 -0.406587 0.896335 0.0 0.0 0.0 0.123
H -0.631571 -0.206560 2.035538 0.0 0.0 0.0 0.125
```
Positions in Å, forces in eV/Å.

***

Here is an isolated molecule of C5H3NO in a non-equilibrium geometry from the OMol25 dataset. Energies are from the ωB97M-V functional and the def2-TZVPD basis.

Results
* E_tot: -322.2031 hartree
* orbital gap: 0.4092 hartree
* multiplicity: 1
* strongest force on any atom: 1.25 eV/Å
* ΔE to the lowest compared entry with this formula, charge and spin: 55.6 kcal/mol
* structure (SMILES): C#C[C@H](C#N)C=O
* LUMO: 0.415 eV
* HOMO energy: -10.7 eV

XYZ file:
```
10
Properties=species:S:1:pos:R:3:forces:R:3:lowdin_charge:R:1
C -1.880687 -1.020964 0.083181 -0.2 -0.4 0.2 0.145
C -0.686174 -0.983765 -0.045534 -0.1 0.3 -0.4 -0.106
C 0.461542 -0.125476 -0.358522 -0.3 0.3 0.5 -0.259
C 1.826451 -0.578452 -0.007115 0.5 -0.2 0.2 -0.181
N 2.905516 -0.922690 0.227377 -1.2 0.4 -0.2 0.158
C 0.070290 1.275516 0.303171 0.1 0.1 -0.1 -0.184
O -1.048784 1.557196 0.610724 0.6 -0.1 -0.2 0.082
H -2.942379 -1.024042 0.241046 0.4 -0.3 0.0 0.054
H 0.444447 0.060425 -1.442052 0.1 0.0 0.1 0.158
H 0.892707 1.998714 0.426822 0.1 -0.1 -0.1 0.133
```
Positions in Å, forces in eV/Å.

***

Here is an isolated molecule of C5H3NO from the OMol25 dataset. Energies are from the ωB97M-V functional and the def2-TZVPD basis.

Results
* E_tot: -322.2029 hartree
* orbital gap: 0.3830 hartree
* multiplicity: 1
* strongest force on any atom: 0.56 eV/Å
* ΔE to the lowest compared entry with this formula, charge and spin: 55.8 kcal/mol
* structure (SMILES): C#Cc1cnoc1
* LUMO: 0.902 eV
* HOMO energy: -9.5 eV

XYZ file:
```
10
Properties=species:S:1:pos:R:3:forces:R:3:lowdin_charge:R:1
C -1.770294 -0.532414 1.782400 0.5 0.1 -0.2 0.127
C -0.796177 -0.306664 1.108279 -0.5 -0.1 0.2 -0.092
C 0.155488 -0.006332 0.088774 0.0 0.0 -0.1 -0.230
C -0.226654 0.275221 -1.260554 0.0 0.1 -0.2 -0.091
N 0.798694 0.516660 -2.022166 -0.3 0.0 0.1 0.074
O 1.899962 0.403954 -1.203832 0.2 0.0 0.2 -0.036
C 1.511764 0.095646 0.037982 -0.1 0.0 0.1 -0.053
H -2.642513 -0.732257 2.365297 0.2 0.0 0.0 0.030
H -1.232877 0.301684 -1.666021 0.3 0.0 0.1 0.130
H 2.309627 -0.017409 0.762252 -0.3 0.0 -0.1 0.141
```
Positions in Å, forces in eV/Å.

***

Here is an isolated molecule of C5H3NO2 in a non-equilibrium geometry from the OMol25 dataset. Energies are from the ωB97M-V functional and the def2-TZVPD basis.

Results
* E_tot: -397.4415 hartree
* orbital gap: 0.3355 hartree
* multiplicity: 1
* strongest force on any atom: 6.30 eV/Å
* ΔE to the lowest compared entry with this formula, charge and spin: 57.2 kcal/mol
* structure (SMILES): N#Cc1occc1O
* LUMO: 0.055 eV
* HOMO energy: -9.1 eV

XYZ file:
```
11
Properties=species:S:1:pos:R:3:forces:R:3:lowdin_charge:R:1
N 1.167240 2.717940 0.029579 -1.8 -5.9 -1.4 0.138
C 0.773751 1.607414 -0.259217 0.5 5.2 0.0 -0.121
C 0.188019 0.328997 -0.601298 -0.3 -1.9 3.1 -0.158
O -1.054229 -0.009355 -1.154453 -1.0 2.2 -2.0 0.014
C -1.592061 -1.122490 -0.655916 2.2 -0.8 1.8 -0.054
C -0.677900 -1.630285 0.281787 -2.7 2.0 -3.2 0.007
C 0.310434 -0.660535 0.379854 0.8 -0.8 2.1 -0.319
O 1.103290 -0.604434 1.479722 0.8 -1.7 3.2 -0.001
H -2.625108 -1.496939 -0.871476 1.3 0.9 -0.5 0.152
H -0.907524 -2.478524 0.795459 0.0 -2.0 1.7 0.081
H 0.956003 -1.278406 2.395552 0.0 2.7 -4.9 0.260
```
Positions in Å, forces in eV/Å.

***

Here is a cluster of 2 separate species, C5H3NO2 in total in a non-equilibrium geometry from the OMol25 dataset. Energies are from the ωB97M-V functional and the def2-TZVPD basis.

Results
* E_tot: -397.3813 hartree
* orbital gap: 0.2985 hartree
* multiplicity: 1
* strongest force on any atom: 10.49 eV/Å
* ΔE to the lowest compared entry with this formula, charge and spin: 95.0 kcal/mol
* LUMO: -1.089 eV
* HOMO energy: -9.2 eV

XYZ file:
```
11
Properties=species:S:1:pos:R:3:forces:R:3:lowdin_charge:R:1
C 1.273438 -0.315984 0.015216 -0.7 0.5 -2.4 -0.436
C 0.947679 0.996038 -0.062286 1.3 2.0 -0.4 0.008
C -0.462930 1.070741 -0.057172 -2.5 3.9 1.5 -0.037
C -0.911133 -0.136024 0.087477 -2.6 -4.0 -1.7 -0.354
C -2.299571 -0.632665 -0.097075 -8.7 1.1 0.4 -0.053
H 2.259509 -1.900848 0.798447 1.2 3.4 -4.4 0.356
H 1.628989 1.807825 -0.329959 -0.2 -0.4 0.7 0.126
H -1.380455 1.728206 0.120375 2.4 0.6 -0.7 0.165
N -3.573564 -0.648501 -0.150216 10.5 -0.2 0.3 0.119
O 2.421908 -0.977939 -0.249900 -1.9 -3.5 5.4 0.021
O 0.096131 -0.990852 -0.074903 1.3 -3.4 1.4 0.085
```
Positions in Å, forces in eV/Å.

***

Here is a structure of composition C5H3NO2 in a non-equilibrium geometry from the OMol25 dataset. Energies are from the ωB97M-V functional and the def2-TZVPD basis.

Results
* E_tot: -397.3803 hartree
* orbital gap: 0.3461 hartree
* multiplicity: 1
* strongest force on any atom: 5.44 eV/Å
* ΔE to the lowest compared entry with this formula, charge and spin: 95.6 kcal/mol
* LUMO: -0.654 eV
* HOMO energy: -10.1 eV

XYZ file:
```
11
Properties=species:S:1:pos:R:3:forces:R:3:lowdin_charge:R:1
C 1.374127 -0.291888 0.631206 3.3 -3.1 1.5 -0.280
C 0.614331 -1.279120 -0.318374 0.8 5.2 -1.5 0.005
C -0.460483 -0.108673 -0.209417 -3.5 1.5 -0.7 -0.115
C -1.579359 0.732414 -0.624750 1.3 -0.9 0.8 0.023
C 0.120648 0.627083 0.882285 0.2 1.3 -3.3 -0.120
H 1.295538 -1.416853 -1.219205 -1.5 0.4 0.7 0.142
H 0.469732 -2.179455 0.134007 -1.0 -2.4 1.3 0.069
H -2.465149 0.692703 -1.402503 2.2 0.1 1.9 0.157
N -0.384678 1.882423 0.998486 0.0 -2.1 0.5 0.112
O 2.539004 -0.548547 0.938976 -2.9 2.3 -0.1 0.090
O -1.523709 1.889914 0.189290 1.1 -2.3 -1.2 -0.084
```
Positions in Å, forces in eV/Å.